ORCA calculation (ωB97M-V/def2-TZVPD) on C3H6BrNO2S in the gas phase in a non-equilibrium geometry.

```
14
Properties=species:S:1:pos:R:3:mulliken_charge:R:1
H -0.040 1.108 1.869 0.414
N -2.102 -0.022 0.809 -0.303
O 0.658 0.518 1.550 -0.524
H 1.109 -0.707 0.057 0.404
C 0.302 -0.007 0.317 -0.167
H -0.036 0.641 -1.737 0.418
H 1.231 1.539 -0.848 0.346
C 0.248 1.079 -0.784 -0.707
C -1.018 -0.815 0.357 -0.550
S -0.964 2.401 -0.421 0.357
H -1.166 -1.299 -0.618 0.502
O -0.412 3.190 0.676 -0.452
Br -3.693 -0.244 -0.019 -0.017
H -0.846 -1.607 1.101 0.281
```

Summary:
Energy relative to the best compared isomer or geometry (same formula, charge and spin) ... 135.7 kJ/mol
Total energy ... -89667.5953 eV
HOMO level (spin up / spin down) ... -0.3493 / -0.3199 Ha
2S+1 ... 1
F_max ... 0.0372 Eh/bohr